ORCA calculation (wB97M-V/def2-TZVPD) on a cluster of 11 separate species, C25H52N11O24 in total.

As for the HOMO-LUMO gap (spin up / spin down): 8.198 / 8.841 eV. The spin multiplicity is 2.

Geometry (Å):
C  -1.280  0.060  -3.846
C  -0.755  -1.197  -3.426
H  -1.690  -2.264  -0.488
C  3.447  -0.654  5.664
H  -3.349  1.041  2.017
H  5.135  3.113  8.253
H  -3.971  2.686  -3.932
C  -3.617  2.605  -7.609
H  -0.525  2.652  -4.286
C  -7.022  -1.892  4.799
H  -2.871  -3.120  -1.792
N  0.535  3.751  6.430
H  -3.918  3.081  -6.557
C  -0.152  3.454  -7.200
C  -3.267  1.922  -3.348
H  1.533  -1.596  1.806
N  0.402  1.621  3.065
H  0.857  5.573  7.411
O  4.514  0.293  0.142
C  -2.833  1.183  -7.206
H  0.193  3.296  -8.320
H  -4.642  2.288  1.856
H  -8.064  -1.823  5.120
H  -2.910  3.371  -8.151
C  -0.265  2.950  3.143
C  -0.557  2.004  -6.480
H  -0.339  -2.284  -3.174
N  4.630  -0.257  -0.959
H  9.849  -2.520  -1.337
H  1.073  4.097  8.424
O  2.716  -7.527  -2.980
O  7.891  -1.864  1.124
O  -4.130  -0.580  -2.489
O  1.606  1.575  3.343
C  -4.356  1.339  2.315
H  4.487  1.589  8.949
C  -3.467  0.057  -8.269
H  1.749  -3.073  2.820
H  4.039  -2.190  -1.508
H  0.484  -6.450  -0.936
H  4.895  -2.083  0.067
N  1.595  -7.353  -2.487
O  1.656  3.577  5.938
O  0.532  -7.808  -2.924
O  0.148  -3.874  0.389
O  3.188  4.508  9.282
H  5.819  -1.906  -1.463
N  2.855  -2.004  5.459
H  -4.620  2.412  -8.202
H  -2.005  3.373  -5.203
H  1.582  1.254  -7.134
O  2.702  -2.374  4.289
H  1.917  -5.530  -1.506
C  1.141  -2.584  2.056
C  1.525  -6.518  -1.257
O  -5.831  -2.900  3.076
N  3.239  3.282  9.127
O  -0.833  0.000  -7.744
C  0.912  1.275  -6.152
H  -0.577  4.654  7.982
H  -1.067  2.873  3.879
C  -1.344  2.386  -5.097
N  -6.952  -2.726  3.569
N  8.238  -2.240  -0.001
H  0.471  3.696  3.450
H  4.435  -0.654  5.200
H  0.766  3.880  -6.567
H  2.784  0.071  5.188
O  2.332  -3.593  0.333
H  0.099  -2.516  2.377
O  -3.575  2.396  4.232
O  -5.313  1.425  -1.881
O  -0.529  3.296  5.993
O  -8.016  -3.181  3.132
O  4.569  0.302  -2.060
H  -3.221  -1.036  -7.929
O  -5.111  0.833  4.460
H  1.467  2.029  -5.412
H  -4.637  0.231  -8.368
C  -4.254  0.886  -2.547
O  2.563  -2.653  6.469
H  2.133  -7.006  -0.493
C  4.593  2.666  9.090
H  -3.050  -0.547  -5.737
H  -4.381  0.807  -5.477
O  -3.050  0.078  -0.327
H  10.220  -2.785  0.400
H  -3.401  -2.850  0.049
H  -6.414  -2.380  5.563
C  -3.374  -0.883  -1.236
N  1.211  -3.419  0.826
N  -1.350  1.215  -7.491
C  4.864  -1.727  -0.964
H  3.523  -0.461  6.736
H  0.799  0.196  -5.713
H  5.081  2.885  10.041
C  0.465  4.585  7.660
H  9.987  -1.112  -0.231
H  -2.583  2.587  -2.642
H  -1.047  4.236  -7.165
O  2.269  2.525  9.002
H  -6.630  -0.904  4.550
H  -3.008  0.337  -9.327
H  -0.657  3.180  2.150
C  -2.808  -2.405  -0.859
C  9.689  -2.158  -0.319
O  -0.303  0.663  2.728
C  -2.307  1.210  -4.488
O  7.489  -2.677  -0.883
N  -4.348  1.538  3.790
C  -3.237  0.632  -5.706
H  -5.078  0.558  2.068

Force components x, y, z for each atom (eV/Å):
2.1 -9.2 2.4
-3.9 8.2 -3.2
-2.5 -0.1 -1.0
0.1 0.3 0.2
-0.1 0.1 0.0
-0.1 0.0 0.2
1.4 -1.8 1.4
0.3 0.2 1.7
-1.6 -0.6 -1.7
-0.2 0.2 0.2
0.1 1.5 2.0
-0.1 -0.4 -0.5
0.5 -0.7 -2.4
0.3 0.1 0.5
0.5 -0.4 -0.8
0.1 -0.2 0.1
0.5 -0.6 0.0
0.1 -0.2 0.0
0.1 -0.4 -1.6
-2.8 -1.0 -1.7
-0.7 0.2 2.4
0.2 -0.1 0.1
0.2 -0.1 -0.2
-1.5 -1.7 0.9
-0.1 0.3 -0.1
2.1 1.9 0.0
-0.9 3.3 -0.6
-0.3 0.8 0.1
-0.2 0.1 0.3
-0.2 0.3 -0.4
-1.7 0.1 0.5
0.3 -0.7 -1.8
2.4 2.0 3.0
-1.7 -0.4 -0.4
-0.1 -0.2 -0.2
-0.1 0.3 0.1
0.0 1.0 -0.2
-0.2 0.1 -0.6
0.1 0.1 0.0
0.3 0.0 -0.2
0.0 0.2 -0.3
0.0 -0.6 -0.8
-1.6 0.1 0.5
1.6 0.5 0.4
1.5 0.3 0.1
-0.1 -1.8 -0.2
-0.7 0.2 0.0
-0.4 -0.9 0.4
2.3 0.3 1.1
1.3 -2.2 -0.1
-1.7 -0.1 2.0
0.5 0.5 2.1
0.0 -0.2 0.1
-0.3 -0.1 0.0
-0.2 0.1 0.2
-1.6 0.2 0.5
-0.7 0.4 0.0
-1.1 2.6 0.2
0.0 0.8 -0.3
0.2 -0.1 -0.2
0.1 -0.1 -0.4
0.0 0.3 0.8
-0.1 -0.6 -0.8
-0.9 0.0 0.4
-0.1 -0.3 -0.1
-0.3 0.0 -0.1
-2.1 -0.7 -1.5
0.2 -0.1 -0.1
-1.6 0.0 0.3
0.2 0.0 -0.2
-1.2 -1.3 -0.3
7.1 -3.7 -4.7
1.7 0.4 0.6
1.7 0.5 0.4
0.1 -0.5 1.6
-0.4 2.2 -0.9
1.1 1.1 -0.5
-1.3 -1.9 -1.4
2.5 -0.5 0.5
-5.9 3.6 4.0
0.3 0.8 -1.8
0.0 0.2 -0.2
0.2 -0.3 -0.1
-0.5 2.6 0.1
2.3 -0.2 -0.6
-2.5 -5.7 -6.4
-0.1 0.2 0.0
0.9 1.1 -1.9
0.0 0.2 -0.2
2.1 3.7 4.6
-0.1 -0.2 -0.4
0.1 -2.5 2.2
-0.2 -0.1 0.0
-0.1 -0.2 -0.3
0.2 2.3 -0.8
-0.1 0.1 -0.2
-0.3 0.2 0.2
-0.1 -0.2 0.1
-1.7 -1.8 -1.0
1.9 -1.7 -0.1
1.2 1.1 0.3
0.1 -0.3 0.1
-0.9 -0.9 2.2
0.0 -0.2 0.1
-0.2 0.5 -0.7
0.2 0.0 -0.3
1.1 1.1 0.5
1.0 0.4 0.1
1.4 0.3 1.4
0.0 0.2 0.8
0.8 -1.5 0.1
0.2 0.2 0.1

These are the Mulliken partial charges, in e, on atoms 1 to 6:
1 C -0.529
2 C -0.911
3 H 0.033
4 C -0.603
5 H 0.198
6 H 0.291